Record 1
C20H16AuNO5P as an isolated structure in a non-equilibrium geometry. Source: OMol25; level of theory: the ωB97M-V functional and the def2-TZVPD basis.

```
44
Properties=species:S:1:pos:R:3:mulliken_charge:R:1
Au -0.817 2.448 -0.760 1.170
N 1.238 2.471 -0.683 -0.754
C 2.169 1.398 -0.859 0.388
C 3.538 1.602 -0.937 -0.541
C 4.389 0.512 -1.051 -0.604
C 3.871 -0.774 -1.069 -0.685
C 2.502 -0.979 -0.958 -0.386
C 1.638 0.106 -0.834 -0.226
P -0.182 0.045 -0.674 0.847
C -0.398 0.274 1.187 0.421
C 0.678 0.060 2.053 -0.620
C 0.558 0.237 3.426 -0.655
C -0.649 0.633 3.970 -0.466
C -1.734 0.849 3.135 -0.651
C -1.614 0.673 1.764 -0.140
C -0.532 -1.753 -0.840 0.222
C -0.658 -2.640 0.229 0.044
C -0.920 -3.987 0.014 -0.763
C -1.065 -4.471 -1.277 -0.402
C -0.949 -3.600 -2.352 -0.690
C -0.687 -2.257 -2.131 -0.218
H 1.480 3.365 -1.158 0.492
H 1.367 2.990 0.195 0.434
H 3.948 2.606 -0.920 0.439
H 5.458 0.666 -1.128 0.362
H 4.536 -1.624 -1.163 0.416
H 2.121 -1.993 -0.963 0.367
H 1.639 -0.254 1.663 0.355
H 1.414 0.063 4.067 0.403
H -0.746 0.773 5.040 0.359
H -2.684 1.159 3.550 0.439
H -2.477 0.852 1.147 0.331
H -0.551 -2.299 1.251 0.313
H -1.012 -4.658 0.859 0.393
H -1.271 -5.521 -1.446 0.366
H -1.065 -3.967 -3.364 0.381
H -0.601 -1.593 -2.985 0.370
O -4.707 3.801 -0.937 -0.671
C -3.680 3.174 -0.886 0.540
O -2.462 3.627 -0.848 -0.625
C -3.686 1.627 -0.859 0.484
O -4.710 0.996 -0.885 -0.694
O -2.467 1.193 -0.800 -0.663
O -0.216 4.168 -0.783 -0.886
```

Summary:
Calculated total energy: -45705.082 eV
HOMO-LUMO gap: 6.7 eV
Total charge: -1
LUMO energy: 0.092 Eh
HOMO: -4.18 eV



Record 2
C20H16CdN5O6S as an isolated structure in a non-equilibrium geometry. Source: OMol25; level of theory: the ωB97M-V functional and the def2-TZVPD basis.

```
49
Properties=species:S:1:pos:R:3:mulliken_charge:R:1
Cd 0.106 0.742 0.486 1.516
O 5.715 -1.478 -3.299 -0.667
C 6.089 -0.768 -2.381 0.482
O 7.106 -0.328 -1.835 -0.708
C 4.743 -0.276 -1.601 0.151
C 4.812 0.055 -0.278 -0.635
C 3.647 0.522 0.338 -0.133
N 2.520 0.746 -0.319 -0.520
C 2.433 0.325 -1.605 0.546
C 3.526 -0.174 -2.265 -0.254
C 1.128 0.338 -2.303 0.472
O 0.986 -0.084 -3.483 -0.782
O 0.134 0.826 -1.686 -1.051
H 5.728 -0.140 0.300 0.381
H 3.645 0.704 1.425 0.298
H 3.456 -0.469 -3.324 0.473
O -0.495 -1.653 0.540 -0.536
C -0.524 -2.153 1.828 -0.529
C -0.016 -1.284 2.917 0.759
C -0.206 -1.696 4.261 -0.700
C 0.372 -0.989 5.321 -0.340
C 0.993 0.206 4.943 -0.652
C 1.073 0.592 3.640 -0.244
N 0.637 -0.135 2.614 0.125
H -1.427 -1.533 0.122 0.490
H 0.073 -3.079 1.851 0.259
H -1.558 -2.425 2.103 0.324
H -0.908 -2.527 4.441 0.330
H 0.333 -1.328 6.352 0.420
H 1.613 0.783 5.634 0.335
H 1.447 1.553 3.359 0.451
S -3.423 3.622 2.032 -0.470
C -2.159 3.002 1.254 0.496
N -1.179 2.517 0.758 -0.794
N -1.922 1.323 -4.163 -0.352
C -3.192 1.096 -3.746 0.309
O -4.155 1.499 -4.391 -0.704
C -3.356 0.486 -2.407 0.878
C -4.576 0.746 -1.784 -0.496
C -4.746 0.237 -0.527 -0.529
C -3.893 -0.696 -0.061 -0.385
N -2.724 -0.966 -0.683 -0.557
C -2.418 -0.376 -1.859 -0.945
H -1.880 1.590 -5.110 0.204
H -1.063 0.900 -3.693 0.220
H -5.288 1.401 -2.269 0.464
H -5.622 0.554 0.030 0.394
H -4.116 -1.283 0.834 0.361
H -1.467 -0.526 -2.310 0.847
```

Summary:
Calculated total energy: -56138.562 eV
HOMO-LUMO gap: 6.3 eV
Total charge: -1
LUMO energy: 0.050 Eh
HOMO: -4.96 eV



Record 3
A 4-piece molecular cluster, C20H16F9INO15PS3 overall in a non-equilibrium geometry. Source: OMol25; level of theory: the ωB97M-V functional and the def2-TZVPD basis.

```
66
Properties=species:S:1:pos:R:3:mulliken_charge:R:1
C -2.465 3.263 2.416 -0.290
C -1.524 2.557 2.678 -1.084
C -0.120 2.108 2.794 0.825
C 0.507 1.413 1.730 -0.503
C -0.115 0.997 0.407 0.916
F 0.718 1.482 -0.600 -0.312
F -1.341 1.475 0.130 -0.321
C -0.145 -0.584 0.170 0.556
F 1.038 -0.922 -0.397 -0.278
F -1.151 -0.834 -0.716 -0.331
C -0.453 -1.392 1.460 0.839
F -1.381 -0.794 2.242 -0.296
F 0.657 -1.588 2.227 -0.269
C -1.011 -2.857 1.173 0.595
F -2.322 -2.784 0.973 -0.239
F -0.736 -3.562 2.296 -0.251
F -0.353 -3.446 0.172 -0.247
C 1.878 1.055 1.912 -0.048
C 2.621 1.329 3.083 0.282
P 4.403 0.826 3.287 -0.045
O 4.956 0.554 1.734 -0.451
I 4.303 -1.407 4.300 -0.069
C 1.957 2.017 4.129 0.618
C 0.585 2.384 3.982 0.694
C 0.155 3.082 5.305 0.023
O -0.775 3.778 5.540 -0.447
N 1.173 2.631 6.248 -0.433
C 2.436 2.520 5.522 -0.152
O 3.516 2.801 5.920 -0.429
H -3.293 3.928 2.194 0.428
H 2.396 0.542 1.084 -0.036
H 4.327 0.021 1.220 0.380
H 0.909 1.651 6.421 0.345
C 0.795 2.527 -3.543 -0.294
C 0.451 1.108 -3.943 -0.236
O 0.052 1.205 -5.315 -0.256
S 0.884 2.389 -6.027 1.093
O 1.983 1.809 -6.713 -0.545
O -0.038 3.264 -6.658 -0.542
O 1.437 3.093 -4.692 -0.325
H -0.105 3.109 -3.334 0.326
H 1.457 2.563 -2.682 0.250
H -0.349 0.686 -3.339 0.231
H 1.327 0.457 -3.890 0.319
C -1.383 0.098 -8.244 -0.219
C -0.086 -0.276 -8.931 -0.225
O -0.182 -1.686 -9.158 -0.341
S -1.724 -2.076 -9.416 1.097
O -1.942 -2.154 -10.815 -0.533
O -2.073 -3.128 -8.531 -0.536
O -2.383 -0.705 -8.881 -0.338
H -1.358 -0.164 -7.184 0.238
H -1.616 1.155 -8.351 0.305
H 0.788 -0.043 -8.327 0.250
H 0.001 0.218 -9.902 0.294
C -1.628 -3.399 4.950 -0.142
C -1.545 -4.376 6.104 -0.334
O -1.024 -3.607 7.193 -0.331
S -1.539 -2.085 7.065 1.064
O -2.671 -1.919 7.901 -0.538
O -0.412 -1.224 7.127 -0.501
O -2.046 -2.163 5.539 -0.276
H -0.651 -3.244 4.494 0.181
H -2.337 -3.716 4.190 0.278
H -0.898 -5.223 5.887 0.308
H -2.535 -4.740 6.389 0.310
```

Summary:
Calculated total energy: -127550.067 eV
HOMO-LUMO gap: 7.9 eV
LUMO energy: -0.059 Eh
HOMO: -9.54 eV



Record 4
C20H16IN9O2Ta as an isolated structure in a non-equilibrium geometry. Source: OMol25; level of theory: the ωB97M-V functional and the def2-TZVPD basis.

```
49
Properties=species:S:1:pos:R:3:mulliken_charge:R:1
Ta -0.461 -0.040 0.195 0.253
C 2.536 1.594 3.092 -1.252
C 1.355 1.027 3.789 0.497
N 1.332 1.043 5.106 -0.463
C 0.310 0.599 5.792 -0.721
C -0.825 0.012 5.208 0.076
C -1.937 -0.405 6.123 -0.827
O -3.188 -0.466 5.476 -0.514
C -0.834 -0.100 3.797 -0.078
C -1.906 -0.743 3.108 -0.064
N -2.176 -0.787 1.833 -0.119
C -3.406 -1.325 1.404 0.649
C -4.479 -1.464 2.310 -0.357
C -5.685 -2.027 1.951 -0.868
C -5.900 -2.461 0.653 -0.652
C -4.897 -2.281 -0.288 -0.622
C -3.691 -1.713 0.086 0.409
I -2.322 -1.346 -1.590 0.116
C 0.264 0.475 3.077 0.617
O 0.204 0.430 1.774 -0.111
H 2.455 2.683 3.060 0.301
H 2.633 1.203 2.079 0.347
H 3.432 1.376 3.671 0.395
H 0.393 0.713 6.866 0.468
H -1.956 0.300 6.964 0.520
H -1.682 -1.392 6.548 0.369
H -3.889 -0.434 6.142 0.340
H -2.598 -1.240 3.788 1.000
H -4.374 -1.089 3.319 0.400
H -6.462 -2.125 2.693 0.442
H -6.838 -2.912 0.366 0.439
H -5.068 -2.575 -1.313 0.370
N 0.470 -1.754 0.093 -0.170
C 1.121 -2.756 0.133 0.929
C 1.724 -3.909 0.386 0.358
C 2.207 -4.854 -0.550 -0.143
N 2.658 -5.615 -1.273 -0.188
C 1.871 -4.211 1.769 -0.044
N 1.919 -4.446 2.885 -0.227
N -2.977 5.132 -1.863 -0.295
C -1.656 5.070 -1.929 0.616
N -0.931 6.080 -2.355 -0.316
N -0.996 3.969 -1.541 -0.286
C -0.971 2.835 -1.111 0.870
N -0.800 1.732 -0.690 -0.391
H -3.476 5.955 -2.175 0.248
H -3.533 4.358 -1.531 0.204
H -1.351 6.937 -2.691 0.226
H 0.077 6.023 -2.406 0.248
```

Summary:
Calculated total energy: -48129.244 eV
HOMO-LUMO gap: 6.1 eV
Total charge: +3
LUMO energy: -0.403 Eh
HOMO: -17.02 eV



Record 5
C20H16MoN5O7S3Sb as an isolated structure in a non-equilibrium geometry. Source: OMol25; level of theory: the ωB97M-V functional and the def2-TZVPD basis.

```
53
Properties=species:S:1:pos:R:3:lowdin_spin:R:1
Mo -0.867 1.486 0.816 -0.033
S -2.939 3.782 4.076 0.690
Sb -2.545 4.231 1.821 0.137
S -0.245 3.831 1.457 0.061
S -3.098 2.217 0.610 0.039
O 5.139 -0.454 -3.553 0.000
N 4.087 -0.165 -4.092 0.000
O 3.853 -0.322 -5.274 0.000
C 3.029 0.414 -3.254 0.000
C 1.809 0.733 -3.823 0.000
C 0.825 1.289 -3.053 0.000
C 0.993 1.559 -1.655 0.000
O 0.143 2.144 -0.929 0.002
C 2.262 1.143 -1.143 0.000
C 3.265 0.614 -1.916 0.000
N 2.561 1.271 0.293 0.000
O 1.648 1.376 1.103 0.005
O 3.725 1.223 0.629 0.000
N -0.448 1.602 -3.756 0.000
O -0.525 1.282 -4.932 0.000
O -1.339 2.107 -3.121 0.000
H 1.624 0.547 -4.870 0.000
H 4.212 0.347 -1.473 0.000
C -3.402 -0.374 -1.612 0.001
C -2.242 -1.326 -1.715 0.003
C -2.262 -2.392 -2.602 0.000
C -1.211 -3.299 -2.683 0.002
C -0.138 -3.153 -1.824 0.000
C -0.077 -2.104 -0.911 0.003
C 1.076 -2.024 0.062 0.001
C -1.112 -1.157 -0.891 0.005
N -1.023 -0.063 -0.049 0.048
H -4.238 -0.724 -2.220 0.000
H -3.130 0.629 -1.941 0.000
H -3.741 -0.280 -0.579 0.001
H -3.131 -2.511 -3.242 0.000
H -1.243 -4.118 -3.391 0.000
H 0.675 -3.872 -1.844 0.000
H 2.016 -1.780 -0.440 0.000
H 1.219 -2.987 0.558 0.000
H 0.897 -1.279 0.834 0.000
N -0.875 0.956 2.473 0.001
C -0.680 0.496 3.758 0.006
C -1.759 0.454 4.645 0.016
C -1.577 -0.004 5.942 0.002
C -0.327 -0.427 6.379 0.000
C 0.744 -0.383 5.496 0.002
C 0.577 0.071 4.196 -0.001
H -2.730 0.782 4.295 0.009
H -2.423 -0.027 6.619 0.000
H -0.190 -0.783 7.393 0.000
H 1.726 -0.704 5.823 0.000
H 1.411 0.128 3.507 0.000
```

Summary:
Calculated total energy: -83678.202 eV
HOMO-LUMO gap (alpha / beta): 5.9 / 4.8 eV
Total charge: -1
2S+1: 2
Expectation value of S²: 0.7622
LUMO energy (alpha / beta): 0.041 / 0.004 Eh
HOMO (alpha / beta): -4.78 / -4.75 eV



- The highest calculated total energy belongs to which entry?
  C20H16AuNO5P